ORCA calculation (ωB97M-V with the def2-TZVPD basis set) on a 10-piece molecular cluster, H18IO9 overall.

Each line ends with the natural charge from an NBO analysis.
Element x y z (Å)
I (0.06864, -0.26220, -0.31663)  -0.92
O (-0.48261, 1.80313, 2.49344)  -0.97
H (-1.31423, 1.59566, 2.91957)  0.46
H (-0.35686, 1.09926, 1.85707)  0.49
O (2.77875, -1.16503, -2.48436)  -0.97
H (1.93228, -1.18328, -2.03784)  0.48
H (3.24230, -0.42631, -2.08985)  0.47
O (1.73601, -0.60702, 3.20381)  -0.96
H (1.45154, -0.67862, 2.29266)  0.48
H (1.11199, -0.00091, 3.60312)  0.47
O (3.13886, 1.89344, -0.60139)  -0.94
H (3.90296, 1.82575, -0.02885)  0.45
H (2.51326, 1.26437, -0.24207)  0.48
O (0.68783, -3.63835, 0.70869)  -0.94
H (1.52065, -4.03086, 0.97058)  0.45
H (0.92520, -2.77459, 0.37131)  0.48
O (-2.33548, -2.83150, 0.78930)  -0.94
H (-2.04754, -1.92059, 0.72947)  0.48
H (-3.14045, -2.79528, 1.30597)  0.45
O (-2.85245, -0.49481, -2.35584)  -0.94
H (-2.90238, -1.30458, -2.86379)  0.46
H (-1.93522, -0.22837, -2.41850)  0.48
O (0.79929, 3.11319, -1.45869)  -0.94
H (0.37834, 2.35131, -1.06049)  0.48
H (0.09702, 3.55159, -1.93916)  0.45
O (-3.21468, 1.71281, -0.64546)  -0.94
H (-2.32761, 1.51960, -0.34216)  0.48
H (-3.37539, 2.61218, -0.35990)  0.45

Calculated total energy   -985.76354 hartree
2S+1   1
Total charge   -1
Frontier orbital gap   8.80 eV